# 1
The following is a DFT calculation (ωB97M-V/def2-TZVPD) of a single C3H4N2OS molecule at a distorted geometry.

Summary:
DFT total energy: -19033.185 eV
Gap between HOMO and LUMO (alpha / beta): 6.2199 / 7.9506 eV
Maximum force: 4.06 eV/Å
E_LUMO (alpha / beta): -0.322 / 0.132 eV

Structure (ORCA input):
```
! RIJCOSX wB97M-V def2-TZVPD def2/J DEFGRID3
* xyz 0 1
C 0.023 0.551 -0.840
C 0.722 -0.254 1.201
C 1.305 0.629 -1.099
N -0.312 0.039 0.367
N -1.586 -0.218 0.634
O -2.310 -0.374 -0.386
S 2.185 -0.094 0.221
H -0.913 0.952 -1.292
H 0.675 -1.138 1.875
H 1.757 0.891 -2.132
H -1.547 -0.984 1.449
*
```

Results of the Mulliken charge analysis, in e, for atoms 1 through 4: C -0.306; C -0.187; C -0.155; N 0.361

# 2
The following is a DFT calculation (ωB97M-V/def2-TZVPD) of a single C3H4N2OS molecule at a distorted geometry.

Summary:
SMILES: Nc1cc(=S)o[nH]1
DFT total energy: -19037.020 eV
Gap between HOMO and LUMO: 8.6233 eV
Maximum force: 2.26 eV/Å
E_LUMO: 0.407 eV

Structure (ORCA input):
```
! RIJCOSX wB97M-V def2-TZVPD def2/J DEFGRID3
* xyz 0 1
N -1.839 -0.401 0.120
C -0.497 -0.114 0.045
C 0.616 -0.844 -0.032
C 1.707 0.040 -0.035
S 3.324 -0.131 0.034
O 1.227 1.326 -0.035
N -0.170 1.246 -0.077
H -2.058 -1.336 -0.186
H -2.435 0.237 -0.388
H 0.671 -1.914 -0.046
H -0.547 1.893 0.598
*
```

Results of the Mulliken charge analysis, in e, for atoms 1 through 4: N -0.503; C 0.476; C -0.454; C 0.102

# 3
The following is a DFT calculation (ωB97M-V/def2-TZVPD) of a single C3H4N2OS molecule at a distorted geometry.

Summary:
SMILES: Oc1[nH]cnc1S
DFT total energy: -19037.205 eV
Gap between HOMO and LUMO: 8.0412 eV
Maximum force: 6.67 eV/Å
E_LUMO: 0.258 eV

Structure (ORCA input):
```
! RIJCOSX wB97M-V def2-TZVPD def2/J DEFGRID3
* xyz 0 1
O -0.657 2.082 -0.109
C -0.681 0.672 0.134
N -1.796 -0.128 -0.020
C -1.399 -1.373 -0.028
N -0.073 -1.509 -0.107
C 0.356 -0.249 -0.056
S 2.045 0.084 0.035
H -1.576 2.480 0.061
H -2.735 0.169 0.562
H -2.058 -2.287 0.140
H 2.332 -1.200 0.138
*
```

Results of the Mulliken charge analysis, in e, for atoms 1 through 4: O -0.482; C 0.118; N -0.152; C -0.173

# 4
The following is a DFT calculation (ωB97M-V/def2-TZVPD) of a 2-piece molecular cluster, C3H4N2OS overall at a distorted geometry.

Summary:
DFT total energy: -19033.923 eV
Gap between HOMO and LUMO (alpha / beta): 6.9741 / 6.9727 eV
Maximum force: 4.01 eV/Å
E_LUMO (alpha / beta): -1.615 / -1.615 eV

Structure (ORCA input):
```
! RIJCOSX wB97M-V def2-TZVPD def2/J DEFGRID3
* xyz 0 1
C -2.124 0.200 -0.188
C -2.251 -1.184 -0.087
C -0.233 -0.568 0.105
N -0.795 0.559 -0.085
N 2.815 1.075 0.167
O -0.948 -1.689 0.072
S 2.662 -0.536 0.123
H -2.761 1.049 -0.330
H -2.893 -2.019 -0.134
H 3.282 1.517 0.938
H 3.245 1.594 -0.582
*
```

Results of the Mulliken charge analysis, in e, for atoms 1 through 4: C -0.364; C -0.202; C 0.288; N -0.405

# 5
The following is a DFT calculation (ωB97M-V/def2-TZVPD) of a 2-piece molecular cluster, C3H4N2OS overall at a distorted geometry.

Summary:
DFT total energy: -19034.035 eV
Gap between HOMO and LUMO: 8.4214 eV
Maximum force: 2.99 eV/Å
E_LUMO: 0.511 eV

Structure (ORCA input):
```
! RIJCOSX wB97M-V def2-TZVPD def2/J DEFGRID3
* xyz 0 1
C -0.024 0.690 -1.005
C -0.481 1.879 -0.546
C -0.139 0.557 1.102
N 0.073 -0.181 0.040
N 0.565 -3.166 1.281
O -0.489 1.787 0.774
S 1.087 -2.428 0.122
H -0.151 0.415 -2.002
H -0.407 2.751 -1.164
H 0.009 0.502 2.144
H -0.044 -2.806 -0.747
*
```

Results of the Mulliken charge analysis, in e, for atoms 1 through 4: C -0.395; C -0.127; C 0.016; N -0.243

# 6
The following is a DFT calculation (ωB97M-V/def2-TZVPD) of a single C3H4N2OS2 molecule at a distorted geometry.

Summary:
SMILES: [H]/N=c1\c(S)con1S
DFT total energy: -29870.573 eV
Gap between HOMO and LUMO: 9.6751 eV
Maximum force: 2.59 eV/Å
E_LUMO: 0.525 eV

Structure (ORCA input):
```
! RIJCOSX wB97M-V def2-TZVPD def2/J DEFGRID3
* xyz 0 1
H -0.221 -2.375 0.034
N 0.437 -1.879 0.633
C 0.106 -0.691 0.384
C -0.760 -0.049 -0.602
S -1.657 -0.874 -1.828
C -0.426 1.254 -0.757
O 0.489 1.647 0.095
N 0.720 0.505 1.045
S 2.414 0.384 1.223
H -2.892 -0.988 -1.148
H -0.788 1.952 -1.582
H 2.578 1.113 2.505
*
```

Results of the Mulliken charge analysis, in e, for atoms 1 through 4: H 0.244; N -0.633; C 0.472; C -0.022

# 7
The following is a DFT calculation (ωB97M-V/def2-TZVPD) of a single C3H4N2OS2 molecule at a distorted geometry.

Summary:
SMILES: O=CC(/C=N\S)=N/S
DFT total energy: -29871.546 eV
Gap between HOMO and LUMO: 8.9852 eV
Maximum force: 1.50 eV/Å
E_LUMO: -0.554 eV

Structure (ORCA input):
```
! RIJCOSX wB97M-V def2-TZVPD def2/J DEFGRID3
* xyz 0 1
O 2.729 -0.537 -0.161
C 1.983 0.303 -0.634
C 0.586 0.523 -0.160
C 0.045 -0.498 0.828
N -0.817 -1.407 0.674
S -1.862 -1.321 -0.699
N 0.066 1.618 -0.518
S -1.486 2.144 -0.018
H 2.234 0.980 -1.464
H 0.688 -0.485 1.699
H -2.408 -2.531 -0.498
H -1.758 1.213 0.950
*
```

Results of the Mulliken charge analysis, in e, for atoms 1 through 4: O -0.484; C -0.082; C 0.696; C -0.214

# 8
The following is a DFT calculation (ωB97M-V/def2-TZVPD) of a single C3H4N2S molecule at a distorted geometry.

Summary:
SMILES: CNC(=S)C#N
DFT total energy: -16987.672 eV
Gap between HOMO and LUMO: 7.9793 eV
Maximum force: 7.65 eV/Å
E_LUMO: -1.335 eV

Structure (ORCA input):
```
! RIJCOSX wB97M-V def2-TZVPD def2/J DEFGRID3
* xyz 0 1
C -1.453 -0.426 0.048
N -0.002 -0.098 -0.501
C 1.185 -0.238 0.164
S 1.472 -1.449 1.406
C 2.079 0.999 -0.031
N 2.503 2.020 -0.569
H -2.070 0.163 1.066
H -1.383 -1.580 0.076
H -2.085 -0.153 -0.856
H -0.246 0.763 -0.803
*
```

Results of the Mulliken charge analysis, in e, for atoms 1 through 4: C -0.859; N -0.253; C 0.200; S -0.210

The evaluated ΔE to the lowest compared entry with this formula, charge and spin for the records listed, in turn: 565.7; 195.7; 177.9; 494.5; 483.7; 344.5; 250.7; 368.5 kJ/mol.